1.
A gas-phase ion, C7H6N3S2 (charge +1) in a non-equilibrium geometry. Source: the Open Molecules 2025 dataset; level of theory: ωB97M-V/def2-TZVPD.

## Properties
Lowest unoccupied orbital energy (spin up / spin down) (Ha): -0.2398 / -0.2399
Charge: +1
Spin multiplicity: 1
Gap between HOMO and LUMO (spin up / spin down) (eV): 6.0 / 6.0

```
18
Properties=species:S:1:pos:R:3:forces:R:3:nbo_charge:R:1
C 0.8073 0.5052 2.6773 -0.123 0.180 -0.319 -0.066
C 0.0595 1.5121 2.0714 0.068 0.023 0.224 -0.223
C 1.2986 -0.5640 1.9262 0.076 -0.149 -0.090 -0.207
C -0.2459 1.4323 0.7348 -0.021 -0.245 -0.312 -0.066
C 1.0034 -0.6638 0.5896 -0.103 0.027 -0.092 -0.150
C 0.1851 0.3180 -0.0223 0.871 -0.102 0.889 0.023
C -0.8218 -0.9868 -3.1459 -1.614 0.303 -2.149 -0.240
N -2.6644 0.0788 -1.3791 -0.541 0.400 1.346 -0.589
N -0.0321 -0.6931 -2.0933 1.705 -0.216 2.071 -0.342
N -0.2738 0.2872 -1.2810 -0.760 -0.006 -1.402 0.009
S -0.5124 -1.7700 -4.5095 0.039 0.293 0.750 0.261
S -2.6796 -0.3200 -2.7682 0.816 -0.728 -1.200 0.984
H 1.0226 0.5567 3.7325 0.050 0.033 0.121 0.243
H -0.2809 2.3540 2.6527 -0.064 0.055 0.053 0.249
H 1.9177 -1.3107 2.4003 0.016 -0.055 0.006 0.247
H -0.8486 2.1750 0.2365 -0.067 0.098 -0.014 0.250
H 1.4113 -1.4875 0.0194 0.014 -0.089 0.043 0.215
H 0.6539 -1.4235 -1.8415 -0.360 0.179 0.075 0.402
```
Forces are in eV/Å.

2.
A single C7H6N4O3 molecule in a non-equilibrium geometry. Source: the Open Molecules 2025 dataset; level of theory: ωB97M-V/def2-TZVPD.

## Properties
Lowest unoccupied orbital energy (spin up / spin down) (Ha): -0.1118 / -0.0772
Spin multiplicity: 1
Gap between HOMO and LUMO (spin up / spin down) (eV): 7.5 / 8.3

```
20
Properties=species:S:1:pos:R:3:forces:R:3:nbo_charge:R:1
C 2.0634 -1.2669 -1.0367 0.311 -1.314 -0.409 0.210
C -0.8700 0.8200 2.0747 -0.325 1.113 -1.196 0.207
C 1.4787 -0.3431 -0.1578 -1.249 0.383 0.402 0.054
C -0.5305 0.9315 0.7084 0.122 0.268 -0.159 0.057
C -0.2639 -0.2211 -0.0716 2.021 -0.995 -1.579 -0.052
C -0.6460 -0.1867 -1.6071 -2.268 2.715 2.607 -0.584
C -0.5450 -1.5755 0.5811 -1.357 2.361 -0.439 -0.602
N 2.4258 -2.1146 -1.7335 -0.176 0.689 0.321 -0.229
N -1.2604 0.8240 3.1496 -0.139 -0.271 1.094 -0.209
N 2.0907 0.3427 0.6736 1.493 0.691 -0.736 0.199
N -0.5455 2.2325 0.0303 -0.971 2.409 1.244 0.489
O -1.3274 3.1170 0.4672 1.522 -2.222 -0.784 -0.343
O 0.2354 2.4054 -0.8921 -0.468 -0.347 0.527 -0.352
O 1.8711 1.3307 1.3090 -0.784 -0.155 0.761 -0.217
H -0.9777 0.9186 -1.8316 0.464 -2.778 -0.267 0.245
H -1.4064 -0.9465 -1.6445 -0.856 0.197 -0.509 0.221
H 0.1121 -0.5330 -2.2080 1.843 -0.307 -1.454 0.225
H -0.5997 -1.5250 1.6163 0.176 0.180 2.011 0.234
H 0.1591 -2.2475 0.3081 2.247 -2.190 -0.831 0.224
H -1.4639 -1.9626 0.2645 -1.607 -0.428 -0.605 0.225
```
Forces are in eV/Å.

3.
A single C7H6N4O3 molecule in a non-equilibrium geometry. Source: the Open Molecules 2025 dataset; level of theory: ωB97M-V/def2-TZVPD.

## Properties
Lowest unoccupied orbital energy (Ha): -0.0056
Spin multiplicity: 1
Gap between HOMO and LUMO (eV): 8.7

```
20
Properties=species:S:1:pos:R:3:forces:R:3:nbo_charge:R:1
C -2.7254 0.7649 0.0798 0.918 -1.317 -1.870 -0.106
C -2.9353 0.0823 -1.1212 -0.518 0.809 1.364 -0.050
C -0.8143 -0.0106 -0.5698 -1.663 -0.720 -2.668 0.210
C 2.7826 -0.1264 1.0366 -2.449 0.302 -3.167 -0.363
C 3.1410 -1.1104 0.2234 0.476 -0.509 0.204 0.194
C 0.5368 -0.4186 -0.6696 4.889 1.277 3.300 0.270
C 1.6572 0.7634 0.5853 -1.554 -2.768 -1.210 -0.127
N -1.3574 0.6861 0.3701 -1.501 0.577 0.864 -0.394
N 1.1899 -1.3813 -1.1779 -2.049 0.939 0.392 -0.107
N -1.7627 -0.3866 -1.5529 1.932 0.111 0.736 -0.506
N 1.9898 1.7097 -0.5000 -0.089 0.277 -1.032 0.493
O 1.3357 2.7273 -0.6149 -0.213 0.108 0.734 -0.376
O 2.8011 1.3598 -1.3381 0.364 -0.193 0.398 -0.395
O 2.5028 -1.6034 -0.8583 0.492 -0.182 -0.779 -0.318
H -3.5154 1.2629 0.6139 0.452 0.094 0.512 0.222
H -3.8140 -0.2151 -1.6359 -0.722 0.330 -0.316 0.218
H 3.3462 0.0804 1.8540 1.440 0.664 2.361 0.226
H 4.0534 -1.7158 0.3388 -0.571 0.341 0.175 0.211
H 0.9620 1.1723 1.3272 0.373 0.122 -0.559 0.264
H -1.5531 -0.6495 -2.5123 -0.006 -0.263 0.562 0.433
```
Forces are in eV/Å.

4.
A molecular structure, C7H6NO3S2 in a non-equilibrium geometry. Source: the Open Molecules 2025 dataset; level of theory: ωB97M-V/def2-TZVPD.

## Properties
Lowest unoccupied orbital energy (Ha): 0.1193
Charge: -1
Spin multiplicity: 1
Gap between HOMO and LUMO (eV): 7.1

```
19
Properties=species:S:1:pos:R:3:forces:R:3:nbo_charge:R:1
C 0.7804 0.5225 1.4625 -2.111 0.068 0.861 -0.023
C -0.4114 0.2034 1.4771 0.918 0.523 0.961 -0.113
C 1.9014 1.1089 0.9124 -2.020 1.115 -0.308 -0.049
C 0.7807 0.7471 -1.0270 1.757 1.344 0.199 0.173
C -0.5702 0.2703 -0.9248 -3.095 -0.594 -2.628 -0.508
C -1.1856 -0.4063 0.4136 0.809 -0.208 -0.188 -0.268
C -2.6441 -0.0090 0.4095 -0.730 -1.737 1.841 -0.611
N 2.9790 0.4404 0.6108 2.295 -2.123 -0.857 -0.842
O 3.5585 -1.7806 -0.6837 0.566 1.093 -0.183 -0.926
O 1.7629 -0.0196 -1.5035 -0.210 -0.275 0.112 -0.691
O 1.4313 -1.7084 0.4004 0.764 0.683 -0.337 -0.958
S 1.2535 2.3244 -0.3752 0.454 -0.443 -0.357 0.153
S 2.5340 -0.9300 -0.1519 -0.620 -1.180 0.351 2.351
H -1.3172 1.1393 -1.0452 1.490 -0.936 0.100 0.219
H -0.7796 -0.3616 -1.9332 0.451 0.903 2.462 0.235
H -1.0252 -1.5339 0.5324 -0.438 1.403 -0.714 0.248
H -3.1289 -0.4973 -0.4208 -0.434 0.208 -0.549 0.193
H -2.9252 1.0527 0.5322 0.606 -0.480 -0.292 0.212
H -2.9944 -0.5622 1.3143 -0.452 0.634 -0.475 0.207
```
Forces are in eV/Å.

5.
A gas-phase ion, C7H6NO7 (charge -1) in a non-equilibrium geometry. Source: the Open Molecules 2025 dataset; level of theory: ωB97M-V/def2-TZVPD.

## Properties
Lowest unoccupied orbital energy (Ha): 0.1168
Charge: -1
Spin multiplicity: 1
Gap between HOMO and LUMO (eV): 7.1
SMILES: O=C=C/C=C(/C(=O)O)[C@H](O)C(=O)N([O-])O

```
21
Properties=species:S:1:pos:R:3:forces:R:3:nbo_charge:R:1
O -2.0640 -4.0613 1.6822 1.028 0.745 -0.264 -0.493
C -1.3397 -3.2535 1.2267 -0.699 -0.722 0.036 0.751
C -0.7289 -2.2845 0.5979 0.754 0.363 0.311 -0.628
C 0.6240 -1.8868 0.2844 0.149 0.281 -1.116 -0.089
C 0.9557 -0.7488 -0.3840 1.144 -1.667 1.054 -0.217
C 2.4644 -0.7271 -0.6191 0.751 -0.686 1.676 0.772
O 3.2321 -1.6112 -0.2354 -1.062 0.412 -0.876 -0.650
O 2.9854 0.3800 -1.0852 0.292 0.803 -0.465 -0.687
C 0.0526 0.3891 -0.6901 -0.282 0.678 -0.572 -0.009
O 0.7847 1.5372 -1.1755 0.525 1.597 2.760 -0.739
C -0.7431 0.8627 0.5240 0.104 1.744 0.772 0.509
O -0.2157 1.7495 1.2289 0.757 0.097 0.335 -0.737
N -1.9906 0.4946 0.6249 -0.989 -0.320 0.293 0.183
O -2.5683 -0.2913 -0.2203 -0.981 -0.958 -0.479 -0.684
O -2.8113 0.9675 1.7023 0.614 0.417 0.023 -0.581
H -1.4502 -1.5326 0.2727 -1.089 -0.088 -0.225 0.341
H 1.5204 -2.4906 0.3634 -0.415 -0.611 0.578 0.251
H 2.2449 1.0458 -1.1330 0.058 -0.231 -0.599 0.497
H -0.6303 0.1582 -1.4849 -0.412 -0.315 -0.365 0.227
H 0.9755 2.0944 -0.2851 -1.235 -1.449 -1.993 0.509
H -3.5575 0.3434 1.8319 0.988 -0.091 -0.885 0.473
```
Forces are in eV/Å.

6.
A single C7H6O molecule in a non-equilibrium geometry. Source: the Open Molecules 2025 dataset; level of theory: ωB97M-V/def2-TZVPD.

## Properties
Lowest unoccupied orbital energy (spin up / spin down) (Ha): -0.0441 / -0.0528
Spin multiplicity: 1
Gap between HOMO and LUMO (spin up / spin down) (eV): 7.6 / 7.9
SMILES: O=C1C[C@@H]2CC=C=C12

```
14
Properties=species:S:1:pos:R:3:forces:R:3:nbo_charge:R:1
O 2.8782 1.9141 0.9830 0.205 0.238 -0.288 -0.489
C 1.7830 1.5605 0.6716 -0.411 0.344 1.528 0.546
C 0.7210 0.7027 1.4125 0.474 -1.782 2.606 -0.513
C -0.2227 0.7493 0.1918 0.369 0.129 0.254 -0.270
C -0.2289 -0.5622 -0.5884 -0.879 -1.287 -3.238 -0.409
C 0.5018 -0.0338 -2.0590 -0.915 -2.024 2.024 -0.207
C 1.0697 1.1066 -1.7583 0.718 0.469 0.716 0.050
C 0.9137 1.5563 -0.4906 -1.033 0.453 -1.232 -0.099
H 1.3172 -0.2974 1.5721 -1.528 1.417 -0.454 0.232
H 0.2646 0.9116 2.4659 1.074 0.279 -1.909 0.254
H -1.2634 1.1359 0.2548 0.930 0.070 0.470 0.245
H -1.2639 -0.8874 -0.9621 1.255 0.483 0.687 0.213
H 0.1529 -1.4604 -0.0025 -0.013 1.214 -0.964 0.229
H 0.4189 -0.5653 -2.9885 -0.245 -0.002 -0.201 0.218
```
Forces are in eV/Å.

Record order is preserved below.
Energy: -33485.3268, -19449.9342, -19451.7591, -36654.7277, -23176.1491, -9397.6985 eV
Record order is preserved below.
M: 196.280, 194.150, 194.150, 216.263, 216.125, 106.124 u